The following is a DFT calculation (ωB97M-V/def2-TZVPD) of the ion C3H4NO2 with charge +1.

Last columns: bonded neighbours and bond lengths (Å).
Element x y z (Å)
1 C 0.7654 1.1169 0.1130  C2 1.328, C3 1.402, H7 1.126
2 C 1.7951 0.2983 -0.0700  C1 1.328, O6 1.144
3 C -0.5763 0.7188 0.1984  C1 1.402, N4 1.769, O5 1.164
4 N -0.8336 -1.0179 -0.0221  C3 1.769, H8 0.976, H9 1.035, H10 1.057
5 O -1.5795 1.2839 0.3683  C3 1.164
6 O 2.4422 -0.5898 -0.3888  C2 1.144
7 H 1.0229 2.2017 0.2703  C1 1.126
8 H -1.5544 -0.8992 -0.6687  N4 0.976
9 H -1.4250 -1.5258 0.6584  N4 1.035
10 H -0.0567 -1.5868 -0.4588  N4 1.057

Calculated values
- Charge: +1
- Molar mass: 86.07 g mol⁻¹
- DFT total energy: -8748.32500 eV
- ΔE to the lowest compared entry with this formula, charge and spin: 3.3 kcal per mole
- Multiplicity: 3
- HOMO-LUMO gap (alpha / beta): 6.767 / 8.983 eV